ORCA calculation (wB97M-V/def2-TZVPD) on a structure of composition C11H14BMoN7 at a distorted geometry.

```
34
Properties=species:S:1:pos:R:3:lowdin_spin:R:1
H -2.58468 -1.36970 -0.22737 -0.0003
N -0.72280 -1.17045 -1.29821 0.0188
B 0.95021 -0.30162 -3.02011 0.0019
N -0.45328 -0.84557 -2.63760 0.0027
C -1.59293 -0.88397 -3.32891 0.0056
Mo 0.96707 -0.37190 0.21655 1.6606
H -1.58872 -0.69877 -4.39594 0.0003
C -2.65609 -1.16210 -2.45409 0.0021
H -3.69502 -1.22294 -2.73351 0.0001
C -2.12724 -1.25688 -1.19315 0.0024
H 1.11028 -0.25083 -4.21263 0.0002
C 2.18535 0.54395 1.48185 0.0345
H 1.73030 0.06270 2.37142 0.0179
H 2.18285 1.62665 1.59133 0.0090
H 3.20964 0.15475 1.38269 0.0102
N 1.99669 -1.21847 -2.30010 0.0262
N 1.06355 1.09951 -2.36752 0.0158
N 1.97323 -1.47589 -0.88918 0.0344
N 1.00551 1.21764 -0.97427 0.0123
C 3.00584 -1.90732 -2.83628 0.0135
C 1.31319 2.30824 -2.88870 0.0308
H 3.15556 -1.85288 -3.90703 0.0015
H 1.41721 2.42202 -3.95083 0.0017
C 3.66850 -2.63028 -1.83925 0.0038
C 1.40738 3.24214 -1.84710 0.0110
C 3.03040 -2.34597 -0.63620 0.0174
C 1.19412 2.54463 -0.66721 0.0171
H 4.49689 -3.30194 -1.99748 0.0002
H 1.59302 4.29166 -1.94720 0.0002
H 3.21771 -2.66963 0.37665 0.0007
H 1.18722 2.86901 0.36211 0.0011
H -0.36542 -2.11322 -1.12470 0.0029
N -1.73153 -0.26467 2.08688 0.0544
C -0.74992 -0.36793 1.44756 -0.0113
```

As for the total energy: -24578.815 eV. The calculation puts the molecular weight at 351.03 g/mol. As for the LUMO energy (alpha / beta): -8.46 / -8.34 eV. As for the expectation value of S²: 2.0123. Its total charge is +2. The strongest force on any atom is 5.54 eV/A. The multiplicity is 3.

=====

ORCA calculation (wB97M-V/def2-TZVPD) on a cluster of 2 separate species, CH9N2O in total at a distorted geometry.

```
13
Properties=species:S:1:pos:R:3:mulliken_charge:R:1
N 1.71646 0.19173 -0.73664 -0.9298
H 2.02711 -0.72988 -0.34227 0.2990
H 1.65200 -0.07153 -1.74272 0.2973
H 0.51701 0.50591 0.23252 0.3504
H 2.53136 0.75455 -0.63399 0.2596
N -0.32627 0.72466 0.85096 -0.2686
C -1.41225 -0.14737 0.14101 -0.2537
O -0.73259 -1.30768 -0.32168 -0.5179
H -0.48315 1.65039 0.55623 0.3841
H -0.23823 0.59562 1.89076 0.3546
H -2.31397 -0.33058 0.76839 0.3829
H -1.78652 0.35504 -0.72696 0.2746
H -1.15095 -2.19087 0.06438 0.3674
```

As for the total energy: -6203.844 eV. The calculation puts the molecular weight at 65.10 g/mol. As for the LUMO energy: -3.30 eV. Its total charge is +1. The strongest force on any atom is 3.35 eV/A. The value obtained for the energy above the lowest of the compared OMol25 structures with the same formula, charge and spin is 74.7 kJ/mol.